{
  "formula": "C37H32F6N4O7PReS2",
  "method": "ωB97M-V/def2-TZVPD",
  "species": ["Re", "C", "C", "O", "C", "C", "C", "N", "N", "C", "O", "C", "C", "C", "C", "C", "C", "H", "H", "H", "H", "H", "H", "H", "H", "H", "H", "H", "H", "C", "C", "C", "N", "C", "C", "H", "H", "H", "H", "H", "O", "P", "C", "C", "C", "C", "C", "C", "C", "C", "C", "C", "C", "C", "C", "C", "C", "C", "C", "C", "H", "H", "H", "H", "H", "H", "H", "H", "H", "H", "H", "H", "H", "H", "H", "F", "C", "F", "F", "S", "O", "O", "N", "S", "O", "O", "C", "F", "F", "F"],
  "xyz": [[0.32117, 1.15340, -0.32986], [-1.16661, 5.03082, 0.37503], [-0.40235, 3.97284, -0.36350], [-0.79607, 2.73549, -0.09676], [0.59072, 4.28645, -1.24769], [1.09587, 3.36499, -2.21810], [1.71034, 3.88296, -3.47482], [0.90405, 2.08926, -2.03629], [1.00182, 1.23478, -3.14030], [0.22360, 0.21695, -2.93087], [-0.47497, 0.11773, -1.81425], [0.11312, -0.88795, -3.89374], [0.86689, -0.87399, -5.06491], [0.77172, -1.92987, -5.95314], [-0.07398, -2.99758, -5.68098], [-0.82773, -3.01217, -4.51655], [-0.73574, -1.95860, -3.62099], [-1.99567, 4.58493, 0.91919], [-1.55877, 5.77709, -0.31413], [-0.51116, 5.54594, 1.07938], [0.82985, 5.33109, -1.38271], [2.19938, 4.83320, -3.27161], [0.93226, 4.05422, -4.22171], [2.41620, 3.16609, -3.88318], [1.52821, -0.04204, -5.26361], [1.35868, -1.92276, -6.86114], [-0.14219, -3.82105, -6.37950], [-1.48490, -3.84431, -4.30425], [-1.30557, -1.96638, -2.70244], [1.91895, 2.14713, 4.32310], [2.60617, 1.27183, 3.50167], [2.18285, 1.10398, 2.19766], [1.13593, 1.75181, 1.67446], [0.46374, 2.58374, 2.48366], [0.82261, 2.81069, 3.79688], [2.22582, 2.30703, 5.34748], [3.46847, 0.71978, 3.84473], [2.70718, 0.41156, 1.56724], [-0.40281, 3.06790, 2.06356], [0.23978, 3.50068, 4.38987], [-0.70381, -0.03755, 0.95457], [-1.71213, -1.05901, 1.47474], [-3.34546, -0.80456, 0.79807], [-4.46850, -1.10335, 1.57042], [-5.73552, -0.97398, 1.02524], [-5.88405, -0.54023, -0.28473], [-4.76794, -0.24142, -1.05394], [-3.49674, -0.37836, -0.51960], [-1.81366, -0.86583, 3.25451], [-2.27514, 0.34948, 3.76336], [-2.31520, 0.55674, 5.12938], [-1.89334, -0.44614, 5.99517], [-1.43498, -1.65419, 5.49596], [-1.39368, -1.86804, 4.12425], [-1.13864, -2.70116, 1.08308], [-2.02766, -3.72165, 0.75395], [-1.54255, -4.99343, 0.49389], [-0.17796, -5.24261, 0.55456], [0.70993, -4.22340, 0.87237], [0.23226, -2.95179, 1.13865], [-4.35648, -1.43200, 2.59586], [-6.60542, -1.20627, 1.62402], [-6.87427, -0.43564, -0.70750], [-4.88590, 0.09716, -2.07414], [-2.63032, -0.16032, -1.13225], [-2.61266, 1.12776, 3.08811], [-2.68252, 1.49461, 5.52375], [-1.93012, -0.28396, 7.06413], [-1.11194, -2.43430, 6.17165], [-1.04003, -2.81398, 3.73623], [-3.09074, -3.52504, 0.68985], [-2.22873, -5.78889, 0.23698], [0.19570, -6.23605, 0.34554], [1.77441, -4.41123, 0.90625], [0.92854, -2.15667, 1.37672], [1.99814, -2.97913, -1.80460], [3.08900, -2.22774, -1.91556], [4.16336, -2.99169, -1.78868], [3.09823, -1.63204, -3.09443], [3.08733, -0.98435, -0.54141], [1.69572, -0.46154, -0.58092], [3.34808, -1.70254, 0.66883], [4.15415, -0.01067, -1.05322], [4.39372, 1.44571, -0.44562], [3.16280, 2.19459, -0.39762], [5.24644, 1.45937, 0.69515], [5.36283, 2.15014, -1.85179], [5.59506, 3.43214, -1.58483], [4.67077, 2.06442, -2.98417], [6.51277, 1.51102, -1.98709]],
  "forces_ev_per_angstrom": [[0.242, -0.632, 0.274], [0.009, 0.040, -0.018], [0.144, -0.107, -0.064], [-0.299, 0.259, -0.072], [-0.065, -0.089, -0.007], [-0.097, 0.157, 0.153], [-0.040, -0.042, 0.008], [0.198, -0.075, -0.172], [-0.167, -0.219, 0.105], [0.475, 0.263, -0.276], [-0.342, 0.111, 0.178], [-0.132, 0.038, -0.096], [-0.031, -0.017, -0.032], [0.014, 0.022, -0.013], [-0.013, -0.033, -0.008], [0.015, 0.028, 0.006], [0.090, 0.034, -0.014], [-0.009, -0.016, 0.000], [0.016, 0.009, -0.002], [0.004, -0.004, 0.016], [0.005, 0.009, 0.005], [0.012, 0.014, -0.007], [-0.005, -0.018, -0.009], [0.008, -0.004, -0.005], [-0.003, 0.014, 0.011], [0.013, -0.003, -0.015], [-0.006, -0.005, -0.001], [-0.009, -0.017, 0.002], [-0.024, -0.003, 0.028], [-0.007, -0.007, -0.050], [-0.019, 0.006, -0.031], [0.130, -0.024, 0.072], [-0.030, 0.093, -0.161], [-0.099, 0.084, 0.051], [-0.013, 0.010, -0.050], [0.008, -0.001, 0.011], [0.015, -0.008, 0.003], [0.014, -0.047, -0.008], [-0.006, -0.011, -0.012], [-0.003, 0.002, 0.009], [-0.206, 0.069, 0.133], [0.074, -0.041, 0.064], [-0.012, -0.058, 0.106], [0.001, 0.005, 0.019], [-0.013, 0.005, -0.012], [-0.002, -0.005, 0.007], [0.003, -0.002, -0.007], [0.052, 0.023, -0.100], [0.064, -0.071, -0.043], [-0.019, 0.049, -0.054], [-0.005, 0.013, 0.018], [-0.005, 0.005, 0.019], [0.009, -0.016, -0.023], [-0.024, -0.009, -0.010], [-0.041, 0.028, -0.022], [-0.042, -0.005, -0.002], [0.016, -0.023, -0.020], [-0.013, -0.002, -0.013], [-0.005, 0.008, -0.003], [0.045, 0.053, 0.040], [0.009, -0.005, 0.014], [-0.007, -0.002, 0.006], [-0.006, 0.005, -0.005], [-0.002, -0.003, -0.016], [0.015, 0.010, 0.036], [0.001, 0.009, -0.016], [-0.003, 0.011, 0.002], [0.001, 0.000, 0.009], [0.003, -0.006, -0.001], [0.014, -0.020, -0.016], [-0.004, 0.007, 0.017], [-0.005, -0.003, -0.002], [0.006, -0.009, -0.001], [0.015, -0.005, 0.008], [-0.021, -0.027, 0.008], [0.004, 0.035, 0.034], [0.053, 0.008, 0.034], [-0.019, 0.042, -0.013], [-0.006, 0.021, 0.044], [0.028, -0.258, -0.223], [-0.065, 0.246, 0.075], [0.002, -0.004, 0.048], [0.021, 0.094, 0.130], [0.064, -0.073, -0.338], [0.049, 0.145, 0.070], [0.045, -0.009, 0.113], [0.027, 0.001, 0.047], [-0.019, -0.014, 0.029], [-0.042, -0.019, 0.005], [-0.030, -0.013, -0.005]],
  "lowdin_charge": [1.788, -0.008, -0.397, -0.235, 0.009, -0.290, 0.004, -0.132, 0.142, -0.407, -0.216, -0.162, -0.029, -0.063, -0.068, -0.066, -0.020, 0.088, 0.096, 0.098, 0.126, 0.093, 0.105, 0.073, 0.116, 0.109, 0.108, 0.106, 0.108, -0.024, -0.004, -0.109, -0.050, -0.101, -0.029, 0.121, 0.127, 0.065, 0.096, 0.117, -0.437, 0.887, -0.284, -0.074, -0.059, -0.056, -0.054, -0.053, -0.277, -0.084, -0.067, -0.060, -0.057, -0.051, -0.280, -0.058, -0.059, -0.050, -0.056, -0.074, 0.113, 0.113, 0.113, 0.114, 0.087, 0.117, 0.111, 0.113, 0.113, 0.109, 0.109, 0.112, 0.114, 0.117, 0.094, 0.156, -0.672, 0.170, 0.171, 0.641, -0.433, -0.248, -0.265, 0.619, -0.313, -0.237, -0.686, 0.153, 0.145, 0.168],
  "total_charge": 1,
  "s2": 3.7652,
  "spin_multiplicity": 4,
  "orbital_gap_ev": [8.001, 7.445]
}

---

{
  "formula": "C37H33AuNO3PSTe",
  "method": "ωB97M-V/def2-TZVPD",
  "species": ["Au", "N", "C", "C", "C", "C", "C", "C", "P", "C", "C", "C", "C", "C", "C", "C", "C", "C", "C", "C", "C", "H", "H", "H", "H", "H", "H", "H", "H", "H", "H", "H", "H", "H", "H", "H", "H", "Te", "C", "C", "C", "C", "C", "C", "C", "C", "C", "C", "C", "C", "H", "H", "H", "H", "H", "H", "H", "H", "H", "H", "C", "C", "C", "C", "C", "C", "C", "S", "O", "O", "O", "H", "H", "H", "H", "H", "H", "H"],
  "xyz": [[-1.53945, 0.13113, -0.77135], [1.67517, 1.39666, -0.90198], [2.20956, 0.65501, -1.92208], [3.60480, 0.59851, -2.06725], [4.18514, -0.02927, -3.14580], [3.39254, -0.63242, -4.11986], [2.02478, -0.64955, -3.95814], [1.42055, -0.05692, -2.84184], [-0.37772, -0.29967, -2.77348], [-0.67906, -2.06079, -2.99269], [0.25455, -3.01357, -2.59010], [-0.06894, -4.35891, -2.66332], [-1.31650, -4.75132, -3.13018], [-2.25973, -3.80237, -3.50311], [-1.95103, -2.45597, -3.41974], [-0.95453, 0.58360, -4.23661], [-1.12530, 1.96621, -4.15056], [-1.41692, 2.68950, -5.29285], [-1.54107, 2.03982, -6.51406], [-1.38296, 0.66246, -6.59398], [-1.09096, -0.07502, -5.45899], [2.32233, 2.00435, -0.42533], [0.76238, 1.80050, -1.01576], [4.22811, 1.09408, -1.33236], [5.26119, -0.02906, -3.25472], [3.84270, -1.08366, -4.99235], [1.40323, -1.12495, -4.70682], [1.23452, -2.70564, -2.24642], [0.65303, -5.10281, -2.35512], [-1.55742, -5.80342, -3.19772], [-3.23534, -4.11158, -3.85202], [-2.68428, -1.70757, -3.69770], [-1.03174, 2.47585, -3.19751], [-1.54619, 3.76157, -5.23862], [-1.75589, 2.60649, -7.40955], [-1.47831, 0.15601, -7.54468], [-0.96477, -1.14688, -5.52793], [-0.79989, 0.35690, 1.80080], [-1.74105, -1.26856, 2.79656], [-2.67588, -1.02659, 3.80209], [-3.07512, -2.06991, 4.61944], [-2.56596, -3.34719, 4.41778], [-1.67061, -3.59235, 3.38277], [-1.24477, -2.55581, 2.57266], [1.17330, -0.54415, 1.91126], [1.95241, 0.02617, 2.90648], [3.25315, -0.42619, 3.09233], [3.75433, -1.42845, 2.27503], [2.96172, -1.99035, 1.27980], [1.66624, -1.54163, 1.08517], [-3.09518, -0.04127, 3.94526], [-3.77217, -1.88264, 5.42439], [-2.86539, -4.15468, 5.07202], [-1.29524, -4.59198, 3.21136], [-0.53476, -2.74814, 1.78071], [1.53840, 0.80638, 3.54129], [3.86963, 0.01334, 3.86468], [4.77335, -1.76690, 2.40509], [3.36214, -2.77124, 0.64681], [1.05073, -1.96436, 0.29809], [0.65571, 3.48763, 6.32490], [-0.09899, 3.44802, 5.03239], [-1.23802, 2.65861, 4.89217], [-1.90374, 2.58410, 3.67539], [-1.42096, 3.30839, 2.58110], [-0.31513, 4.13135, 2.71276], [0.32547, 4.21240, 3.93808], [-1.93089, 2.88186, 0.93266], [-2.58935, 3.92140, 0.23408], [-2.71816, 1.58837, 1.06747], [-0.63477, 2.45225, 0.31875], [0.56830, 2.54909, 6.86932], [0.26301, 4.28131, 6.96408], [1.70957, 3.70113, 6.15404], [-1.60490, 2.09677, 5.74188], [-2.84003, 2.05085, 3.57795], [0.05048, 4.67575, 1.85198], [1.18657, 4.85996, 4.04171]],
  "forces_ev_per_angstrom": [[-1.024, 1.011, -0.469], [-0.085, -0.153, 0.374], [0.071, -0.103, -0.270], [0.042, -0.001, -0.055], [-0.087, 0.013, 0.069], [-0.124, -0.087, -0.150], [0.117, -0.129, -0.078], [-0.233, 0.134, 0.591], [1.448, -0.806, -0.332], [-0.266, 0.097, 0.078], [0.077, 0.050, -0.039], [0.005, 0.016, 0.032], [-0.023, -0.041, 0.022], [-0.042, 0.010, 0.012], [0.097, 0.018, -0.013], [-0.578, 0.201, 0.535], [-0.062, 0.027, 0.032], [0.026, 0.099, -0.027], [0.027, -0.065, 0.016], [0.089, -0.013, -0.017], [-0.113, -0.121, 0.065], [-0.074, 0.029, 0.017], [0.000, 0.165, 0.022], [-0.036, 0.054, -0.007], [0.013, 0.004, 0.038], [-0.019, -0.015, -0.005], [0.057, -0.080, -0.018], [0.010, -0.002, -0.015], [0.021, -0.007, -0.046], [-0.009, -0.010, 0.001], [0.000, -0.005, -0.013], [-0.051, -0.051, -0.036], [0.003, 0.031, -0.002], [0.001, 0.002, 0.042], [-0.042, 0.018, 0.012], [0.003, 0.010, -0.010], [-0.017, 0.000, -0.025], [2.212, -1.582, 2.730], [0.553, 0.075, -0.991], [-0.384, 0.236, -0.092], [0.094, 0.142, 0.079], [0.004, 0.033, -0.008], [0.174, -0.033, -0.147], [-0.164, -0.321, 0.058], [-0.572, -0.194, -0.709], [-0.421, 0.247, 0.031], [-0.028, -0.053, -0.034], [0.004, 0.040, 0.004], [0.055, -0.016, -0.061], [-0.034, -0.034, -0.078], [-0.007, 0.015, 0.033], [-0.022, 0.008, -0.014], [-0.057, -0.017, -0.032], [0.013, -0.006, 0.043], [0.002, -0.024, 0.051], [0.154, 0.075, 0.015], [-0.013, -0.017, 0.015], [-0.008, -0.023, 0.020], [0.006, -0.001, 0.000], [0.067, -0.001, -0.028], [0.000, 0.134, 0.070], [0.051, -0.005, -0.151], [-0.056, 0.041, -0.138], [-0.222, 0.531, 0.048], [-0.270, -0.497, 0.056], [0.026, 0.157, -0.054], [-0.104, -0.072, -0.009], [1.025, 0.917, -0.748], [-0.421, 0.166, 0.111], [-0.505, -0.567, -0.503], [-0.542, 0.532, -0.015], [-0.013, -0.001, 0.009], [0.004, -0.016, 0.021], [0.010, -0.010, 0.028], [-0.035, 0.006, 0.010], [0.092, -0.169, 0.003], [0.075, 0.033, 0.046], [0.032, -0.025, 0.007]],
  "lowdin_charge": [0.735, 0.117, -0.315, -0.018, -0.047, -0.062, -0.094, -0.289, 0.994, -0.403, -0.085, -0.049, -0.042, -0.047, -0.105, -0.352, -0.079, -0.045, -0.032, -0.039, -0.079, 0.113, 0.023, 0.120, 0.120, 0.116, 0.110, 0.105, 0.117, 0.120, 0.120, 0.113, 0.104, 0.121, 0.122, 0.122, 0.109, 1.871, -0.397, -0.093, -0.035, -0.015, -0.036, -0.107, -0.424, -0.123, -0.048, -0.043, -0.052, -0.145, 0.096, 0.125, 0.127, 0.123, 0.088, 0.098, 0.120, 0.120, 0.118, 0.085, -0.028, -0.248, -0.022, -0.127, -0.328, -0.036, 0.004, 0.459, -0.214, -0.542, -0.556, 0.086, 0.102, 0.087, 0.127, 0.102, 0.131, 0.129],
  "total_charge": 2,
  "orbital_gap_ev": [3.381, 3.383]
}

---

How do the records compare in E_tot? In the order shown, they have -108571.9364; -77628.8537 eV.
How do the records compare in M? In the order shown, they have 1039.99; 927.28 g/mol.
How do the records compare in energy above the lowest of the compared OMol25 structures with the same formula, charge and spin? In the order shown, they have 17.2; 42.4 kcal per mole.